(1)
DFT (ωB97M-V with the def2-TZVPD basis set) results for a cluster of 4 separate species, C6H19NO4 in total.

Geometry (Å):
C (2.025, 1.644, -0.409)
C (0.760, 0.966, -0.967)
C (-0.499, 1.428, -0.164)
C (-0.616, 0.829, 1.234)
C (-0.519, -0.679, 1.369)
N (-1.489, -1.533, 0.664)
C (-0.686, -1.110, 2.826)
O (0.213, -1.496, 3.525)
H (1.983, 2.690, -0.713)
H (2.900, 1.060, -0.682)
H (1.953, 1.644, 0.676)
H (0.433, 1.136, -1.986)
H (0.888, -0.107, -0.804)
H (-1.344, 1.226, -0.823)
H (-0.472, 2.507, 0.015)
H (-1.523, 1.181, 1.740)
H (0.191, 1.173, 1.858)
H (0.403, -1.088, 0.984)
H (-1.400, -1.632, -0.332)
H (-2.424, -1.592, 1.030)
H (-1.743, -1.068, 3.157)
O (-0.868, -1.938, -2.510)
H (-1.172, -2.854, -2.516)
H (0.009, -2.019, -2.906)
O (-1.447, 0.501, -3.888)
H (-1.272, -0.186, -3.233)
H (-1.549, 1.333, -3.427)
O (2.270, -0.323, 2.114)
H (2.927, -0.620, 1.481)
H (2.067, -1.072, 2.688)

The relative energy (zero: lowest compared OMol25 entry of this formula, charge and spin) is 41.7 kcal/mol. For the lowest unoccupied orbital energy, the calculation gives 0.3255 eV. The value obtained for the strongest force on any atom is 1.91 eV/Å.

=====

(2)
DFT (ωB97M-V with the def2-TZVPD basis set) results for a structure of composition C6H20IN4O4.

Geometry (Å):
I (-4.786, -8.072, 19.123)
C (-1.812, -10.591, 19.639)
C (-1.713, -9.432, 18.697)
O (-2.852, -9.469, 17.962)
H (-1.703, -11.469, 19.002)
H (-2.732, -10.571, 20.224)
H (-0.995, -10.636, 20.358)
H (-0.811, -9.457, 18.085)
H (-1.588, -8.480, 19.213)
H (-3.602, -9.108, 18.441)
C (-6.855, -8.817, 16.363)
C (-7.419, -9.955, 17.311)
O (-6.273, -10.340, 17.982)
H (-6.536, -9.360, 15.473)
H (-6.081, -8.359, 16.978)
H (-7.526, -7.968, 16.228)
H (-7.961, -10.786, 16.860)
H (-8.034, -9.449, 18.055)
H (-5.912, -9.678, 18.576)
C (-6.963, -9.312, 21.638)
O (-7.557, -9.840, 22.608)
N (-7.065, -9.578, 20.401)
N (-6.071, -8.407, 21.777)
H (-6.469, -9.177, 19.690)
H (-7.648, -10.341, 20.089)
H (-5.629, -8.171, 20.900)
H (-5.791, -7.956, 22.636)
C (-3.118, -5.842, 21.331)
O (-2.553, -5.194, 22.194)
N (-3.731, -5.203, 20.384)
N (-3.074, -7.066, 21.100)
H (-3.833, -5.549, 19.441)
H (-3.595, -4.258, 20.713)
H (-2.704, -7.642, 21.842)
H (-3.513, -7.465, 20.282)

The charge is -1. The relative energy (zero: lowest compared OMol25 entry of this formula, charge and spin) is 86.9 kcal/mol. For the lowest unoccupied orbital energy, the calculation gives 2.9318 eV. The value obtained for the strongest force on any atom is 7.17 eV/Å.

=====

(3)
DFT (ωB97M-V with the def2-TZVPD basis set) results for a structure of composition C6H20InN3O3P.

Geometry (Å):
N (-3.174, -3.243, 5.405)
P (-4.053, -2.780, 3.923)
O (-4.294, -1.088, 4.143)
In (-2.462, -3.127, 1.943)
H (-3.619, -4.100, 5.699)
H (-2.232, -3.448, 5.100)
H (-5.081, -0.870, 3.659)
H (-1.168, -4.320, 2.281)
H (-1.825, -1.537, 1.465)
H (-3.491, -3.833, 0.635)
C (2.523, -1.621, 1.564)
C (1.481, -1.423, 0.492)
O (0.395, -1.962, 0.547)
N (1.795, -0.606, -0.557)
C (3.023, 0.117, -0.788)
H (2.125, -2.289, 2.323)
H (3.424, -2.070, 1.141)
H (2.770, -0.667, 2.036)
H (1.054, -0.517, -1.238)
H (2.802, 1.187, -0.848)
H (3.455, -0.203, -1.740)
H (3.745, -0.053, 0.006)
C (-1.030, 2.524, -3.646)
C (0.304, 2.108, -3.086)
O (0.618, 0.935, -2.967)
N (1.167, 3.089, -2.706)
C (0.975, 4.525, -2.766)
H (-1.600, 1.635, -3.898)
H (-1.590, 3.097, -2.905)
H (-0.893, 3.119, -4.550)
H (2.037, 2.737, -2.342)
H (1.755, 4.963, -3.393)
H (1.061, 4.939, -1.760)
H (0.004, 4.783, -3.174)

The charge is -1. The relative energy (zero: lowest compared OMol25 entry of this formula, charge and spin) is 4.2 kcal/mol. For the lowest unoccupied orbital energy, the calculation gives 2.1173 eV. The value obtained for the strongest force on any atom is 1.35 eV/Å.

=====

(4)
DFT (ωB97M-V with the def2-TZVPD basis set) results for a cluster of 2 separate species, C6H20N3Si in total.

Geometry (Å):
C (1.741, -2.559, 0.054)
C (-0.123, 1.996, 0.581)
C (-3.080, -0.922, 0.518)
C (-3.138, 1.165, -0.896)
C (2.382, 0.163, 0.732)
C (1.030, -0.191, 0.192)
N (0.802, -1.568, -0.417)
N (0.000, 0.597, 0.198)
N (-2.476, -0.169, -0.605)
Si (3.618, 0.900, -0.666)
H (2.676, -2.330, -0.276)
H (1.529, -2.777, 1.192)
H (1.580, -3.450, -0.354)
H (0.005, 1.918, 1.675)
H (0.726, 2.702, 0.244)
H (-1.043, 2.434, 0.131)
H (-3.403, -0.049, 1.238)
H (-3.986, -1.481, 0.103)
H (-2.219, -1.542, 0.946)
H (-2.433, 1.616, -1.459)
H (-4.199, 0.967, -1.247)
H (-3.104, 1.523, 0.125)
H (2.373, 1.006, 1.538)
H (2.922, -0.752, 1.262)
H (-0.211, -1.698, -0.556)
H (-0.960, 0.075, -0.167)
H (-2.513, -0.868, -1.321)
H (4.528, -0.123, -1.235)
H (4.283, 1.955, 0.069)
H (2.694, 1.464, -1.599)

The charge is +1. As for the expectation value of S²: 2.0096. The relative energy (zero: lowest compared OMol25 entry of this formula, charge and spin) is 101.5 kcal/mol. For the lowest unoccupied orbital energy (spin up / spin down), the calculation gives -2.5647 / -7.0177 eV. The value obtained for the strongest force on any atom is 7.39 eV/Å. The spin multiplicity is 3.

=====

(5)
DFT (ωB97M-V with the def2-TZVPD basis set) results for a cluster of 5 separate species, C6H21NO5 in total.

Geometry (Å):
C (-2.254, 2.700, -0.086)
C (-1.256, 1.538, -0.345)
C (-0.984, 0.738, 0.941)
N (0.226, 1.289, 1.715)
C (1.185, 0.215, 1.882)
C (2.428, 0.454, 0.906)
C (2.386, -0.352, -0.422)
O (1.718, 0.112, -1.343)
H (-2.700, 3.288, -0.898)
H (-3.296, 2.315, 0.060)
H (-1.705, 3.441, 0.625)
H (-0.391, 2.180, -0.737)
H (-1.507, 0.897, -1.267)
H (-1.867, 0.918, 1.443)
H (-0.899, -0.253, 0.662)
H (0.714, 1.995, 1.167)
H (1.472, 0.154, 3.027)
H (0.904, -0.792, 1.676)
H (2.481, 1.578, 0.701)
H (3.335, 0.265, 1.404)
H (2.885, -1.207, -0.650)
O (0.040, -0.321, -3.997)
H (0.126, 0.118, -3.191)
H (-0.656, 0.111, -4.451)
O (1.234, -2.916, 0.508)
H (0.819, -3.330, 1.276)
H (0.631, -2.935, -0.205)
O (-0.024, -2.525, -2.439)
H (-0.475, -3.341, -2.688)
H (0.399, -1.923, -3.091)
O (-1.931, -1.410, 2.781)
H (-1.956, -1.965, 1.967)
H (-1.082, -1.041, 3.073)

The relative energy (zero: lowest compared OMol25 entry of this formula, charge and spin) is 115.1 kcal/mol. For the lowest unoccupied orbital energy, the calculation gives 0.3846 eV. The value obtained for the strongest force on any atom is 5.61 eV/Å.

=====

(6)
DFT (ωB97M-V with the def2-TZVPD basis set) results for a cluster of 6 separate species, C6H21NO6 in total.

Geometry (Å):
C (-0.203, 1.582, -1.329)
C (0.538, 0.811, -0.359)
C (0.130, 0.667, 0.898)
N (-1.022, 1.187, 1.490)
C (1.940, 0.274, -0.893)
C (3.015, 0.476, 0.201)
C (2.868, -0.764, 1.185)
O (2.760, -1.870, 0.695)
H (0.167, 1.942, -2.327)
H (-0.364, 2.518, -0.917)
H (-1.208, 1.001, -1.606)
H (0.670, -0.080, 1.565)
H (-1.682, 1.631, 0.898)
H (-1.473, 0.579, 2.191)
H (2.039, 0.680, -1.847)
H (1.838, -0.818, -1.199)
H (4.114, 0.211, -0.122)
H (3.021, 1.466, 0.586)
H (2.905, -0.771, 2.257)
O (-1.075, -2.913, -1.212)
H (-0.798, -2.897, -0.298)
H (-0.536, -3.650, -1.513)
O (-3.075, -0.911, 1.087)
H (-3.946, -0.520, 1.103)
H (-2.990, -1.109, 0.118)
O (-0.630, -2.208, 1.447)
H (-0.943, -2.647, 2.327)
H (-1.393, -1.685, 1.188)
O (0.870, 3.821, 0.620)
H (1.057, 2.951, 0.195)
H (-0.034, 3.694, 1.049)
O (-2.416, -0.586, -2.597)
H (-2.650, -1.417, -2.257)
H (-1.493, -0.647, -2.626)

The relative energy (zero: lowest compared OMol25 entry of this formula, charge and spin) is 80.9 kcal/mol. For the lowest unoccupied orbital energy, the calculation gives 0.1338 eV. The value obtained for the strongest force on any atom is 4.48 eV/Å.

=====

(7)
DFT (ωB97M-V with the def2-TZVPD basis set) results for a structure of composition C6H22AgO8.

Geometry (Å):
Ag (2.573, -10.665, -1.550)
O (5.046, -11.308, -1.969)
H (5.674, -11.137, -1.244)
H (5.519, -10.956, -2.702)
O (3.850, -8.498, -2.315)
H (3.621, -7.602, -2.118)
H (4.492, -8.532, -1.582)
C (3.042, -12.590, 0.486)
C (3.038, -11.346, 1.319)
O (3.490, -10.240, 0.592)
O (1.960, -12.577, -0.420)
H (2.954, -13.444, 1.133)
H (3.968, -12.792, -0.103)
H (3.724, -11.572, 2.101)
H (2.096, -11.189, 1.880)
H (3.690, -9.514, 1.188)
H (1.927, -13.453, -0.796)
C (0.189, -8.156, -1.873)
C (-1.102, -8.527, -2.606)
O (-1.824, -7.513, -3.260)
O (0.592, -9.253, -1.121)
H (0.095, -7.341, -1.166)
H (0.982, -7.765, -2.502)
H (-1.653, -8.983, -1.850)
H (-0.987, -9.327, -3.269)
H (-1.342, -7.267, -4.025)
H (-0.154, -9.585, -0.635)
C (0.928, -11.944, -3.517)
C (0.922, -13.413, -3.960)
O (-0.328, -14.060, -3.766)
O (2.244, -11.552, -3.585)
H (0.465, -11.751, -2.550)
H (0.305, -11.412, -4.279)
H (1.568, -13.983, -3.399)
H (1.320, -13.584, -4.937)
H (-0.224, -14.923, -4.207)
H (2.494, -11.692, -4.509)

The charge is +1. The relative energy (zero: lowest compared OMol25 entry of this formula, charge and spin) is 1.3 kcal/mol. For the lowest unoccupied orbital energy, the calculation gives -2.7962 eV. The value obtained for the strongest force on any atom is 3.58 eV/Å.

=====

(8)
DFT (ωB97M-V with the def2-TZVPD basis set) results for a structure of composition C6H22AlBN2O2.

Geometry (Å):
C (-2.220, 3.721, -2.457)
C (-0.862, 3.421, -1.829)
C (-0.696, 1.974, -1.369)
C (-1.103, 1.701, 0.083)
O (-0.186, 0.838, 0.713)
Al (-0.658, -0.881, 0.898)
B (0.410, -2.203, -0.401)
O (-0.333, -3.019, -1.289)
N (1.839, -2.360, -0.500)
C (2.370, -2.463, -1.856)
C (2.616, -1.403, 0.286)
H (-3.028, 3.631, -1.731)
H (-2.236, 4.757, -2.797)
H (-2.394, 3.077, -3.315)
H (-0.662, 4.114, -1.012)
H (-0.110, 3.611, -2.597)
H (-1.217, 1.296, -2.047)
H (0.363, 1.721, -1.426)
H (-1.130, 2.651, 0.632)
H (-2.115, 1.285, 0.119)
H (-0.478, -1.335, 2.545)
H (-2.250, -1.003, 0.615)
H (-0.778, -3.671, -0.750)
H (3.415, -2.782, -1.837)
H (2.317, -1.516, -2.399)
H (1.823, -3.216, -2.414)
H (2.236, -1.399, 1.306)
H (3.667, -1.693, 0.283)
H (2.543, -0.378, -0.088)
N (-0.226, -1.697, 4.947)
H (-0.618, -0.827, 4.566)
H (0.080, -1.583, 5.915)
H (-0.936, -2.425, 4.874)
H (0.556, -1.946, 4.333)

For the lowest unoccupied orbital energy, the calculation gives -1.0944 eV. The value obtained for the strongest force on any atom is 1.53 eV/Å.